1.
The molecule C4H5NO, computed with ωB97M-V with the def2-TZVPD basis set.

## Properties
E_HOMO = -11.2 eV
SMILES string = CCC(=O)C#N
frontier orbital gap = 0.4042 Eh
E_LUMO = -0.17 eV
energy above the lowest of the compared OMol25 structures with the same formula, charge and spin = 74.75 kJ/mol
E = -7765.75171 eV
max |F| = 1.13 eV Å⁻¹

Structure (XYZ):
```
11
Properties=species:S:1:pos:R:3:forces:R:3
C 0.23252 -1.03444 1.16786 -0.028 0.013 0.062
C 0.28692 -0.24017 -0.12835 0.039 -0.061 -0.041
C -0.52844 1.02451 -0.26053 -0.122 0.071 0.303
O -1.13031 1.63524 0.58289 0.344 -0.450 -0.383
C -0.48443 1.48076 -1.68543 0.057 0.252 -1.026
N -0.37034 1.68531 -2.81856 -0.171 -0.080 1.118
H 0.59177 -0.46158 2.02611 -0.103 -0.008 -0.130
H 0.87689 -1.91402 1.05465 -0.126 0.175 0.072
H -0.77844 -1.39113 1.38310 0.108 0.131 -0.017
H -0.01045 -0.86591 -0.97836 0.078 0.026 0.054
H 1.31566 0.07412 -0.35554 -0.077 -0.070 -0.012
```
Forces are in eV/Å.

natural (NBO) population analysis, charges in e, atoms 1 to 4: -0.609, -0.494, 0.513, -0.457

=====

2.
The molecule C4H5NO, computed with ωB97M-V with the def2-TZVPD basis set.

## Properties
E_HOMO = -8.3 eV
SMILES string = O=C1CC=CN1
frontier orbital gap = 0.3415 Eh
E_LUMO = 1.02 eV
energy above the lowest of the compared OMol25 structures with the same formula, charge and spin = 198.39 kJ/mol
E = -7764.47024 eV
max |F| = 1.49 eV Å⁻¹

Structure (XYZ):
```
11
Properties=species:S:1:pos:R:3:forces:R:3
O -0.79547 1.67121 -1.23195 0.168 -0.392 1.109
C -0.67764 0.90357 -0.34564 0.355 1.293 0.646
C -1.13152 -0.49710 -0.04215 0.208 0.092 -0.198
C 0.27113 -0.99915 -0.29855 0.333 -0.669 0.382
C 1.16185 -0.17255 0.29642 -0.099 -0.565 -0.269
N 0.54584 0.90234 0.90012 -0.425 0.062 -0.719
H -1.89790 -0.93462 -0.68838 0.222 0.460 -0.037
H -1.43772 -0.51132 1.01725 0.232 -0.191 -0.353
H 0.49666 -1.71372 -1.07060 0.047 -0.278 0.207
H 2.24402 -0.26025 0.22788 -0.175 0.024 0.033
H 1.21640 1.61021 1.22377 -0.865 0.165 -0.801
```
Forces are in eV/Å.

natural (NBO) population analysis, charges in e, atoms 1 to 4: -0.494, 0.785, -0.544, -0.329